[1]
This record from the Open Molecules 2025 dataset describes 2 unconnected molecules or ions with the total composition C5H8O. The level of theory is ωB97M-V/def2-TZVPD.

LUMO level	0.587	eV
spin multiplicity	1
highest occupied orbital energy	-8.1942	eV
HOMO-LUMO gap	8.78	eV
relative energy (zero: lowest compared OMol25 entry of this formula, charge and spin)	146.6	kcal/mol

Structure (XYZ):
```
14
Properties=species:S:1:pos:R:3:mulliken_charge:R:1
C -0.9074 -1.1419 -0.0632 -0.4056
C -0.9442 0.3693 0.1472 -0.4363
C -0.2768 1.0061 1.2293 -0.5605
C 0.6769 0.7383 0.2701 0.0776
C 1.3112 -0.5858 -0.0591 -0.5124
O 0.3805 -1.5892 0.2910 -0.3540
H -1.6189 -1.6646 0.5838 0.2781
H -1.1479 -1.3739 -1.1144 0.2795
H 0.0557 1.1919 -1.2773 0.0902
H -1.6761 0.9284 -0.4593 0.5649
H -0.4865 1.9508 1.7064 0.2669
H 0.8555 1.5278 -0.6643 0.1293
H 2.2118 -0.7388 0.5408 0.2949
H 1.5662 -0.6185 -1.1309 0.2875
```

[2]
This record from the Open Molecules 2025 dataset describes 2 unconnected molecules or ions with the total composition C3H4ClN2O2 in a non-equilibrium geometry. The level of theory is ωB97M-V/def2-TZVPD.

LUMO level	3.697	eV
spin multiplicity	1
highest occupied orbital energy	-4.0972	eV
HOMO-LUMO gap	7.79	eV
relative energy (zero: lowest compared OMol25 entry of this formula, charge and spin)	74.1	kcal/mol
total charge	-1

Structure (XYZ):
```
12
Properties=species:S:1:pos:R:3:mulliken_charge:R:1
C 0.5826 0.5018 1.5066 -0.1764
C -0.4886 0.7110 0.6483 -0.0801
C -1.1777 -0.4450 -1.1282 0.0561
N 1.7725 0.2731 0.8558 -0.0623
N 0.0678 -0.4377 -1.8669 -0.5047
O 2.8279 0.0136 1.5223 -0.5275
O -1.5033 -1.4860 -0.5403 -0.6189
Cl -1.9553 0.9420 1.4892 -0.2197
H 0.5734 0.3136 2.7133 0.2635
H -1.8165 0.3618 -1.4510 0.4228
H 0.4592 0.2456 -2.4113 0.2047
H 0.6580 -0.9939 -1.3377 0.2425
```

[3]
This record from the Open Molecules 2025 dataset describes a molecular structure, C5H12NO2 in a non-equilibrium geometry. The level of theory is ωB97M-V/def2-TZVPD.

LUMO level	-3.941	eV
spin multiplicity	1
highest occupied orbital energy	-14.4143	eV
HOMO-LUMO gap	10.47	eV
relative energy (zero: lowest compared OMol25 entry of this formula, charge and spin)	88.7	kcal/mol
total charge	+1

Structure (XYZ):
```
20
Properties=species:S:1:pos:R:3:mulliken_charge:R:1
C -1.8302 0.0256 0.3455 -0.0135
C 0.2329 1.8617 0.1267 -1.4957
C 0.6202 -1.8984 -0.4473 -0.8341
C 2.3231 -0.1714 -0.0689 -0.9715
C 0.0625 0.4096 0.1900 0.7743
N 0.9418 -0.5123 -0.0275 0.0449
O -2.4187 1.1937 0.2618 -0.5661
O -2.7110 -0.9314 -0.3557 -0.5085
H -1.7666 -0.4565 1.2879 0.4596
H 0.4881 2.1127 1.1427 0.3665
H 1.1240 2.0876 -0.3853 0.4715
H -0.7441 2.1018 -0.2422 0.4801
H 0.6515 -1.9160 -1.5249 0.3906
H 1.3361 -2.5126 -0.0659 0.3432
H -0.4592 -2.1832 -0.2048 0.2995
H 2.8845 -1.1283 -0.0331 0.3091
H 2.5569 0.4209 -0.9794 0.3779
H 2.6296 0.4184 0.9557 0.3239
H -2.7015 1.6337 1.1674 0.3942
H -3.2197 -0.5556 -1.1428 0.3541
```

> Which value of highest occupied orbital energy does entry 2 give?

-4.0972 eV

Please write out number 2 again, unchanged.
This record from the Open Molecules 2025 dataset describes 2 unconnected molecules or ions with the total composition C3H4ClN2O2 in a non-equilibrium geometry. The level of theory is ωB97M-V/def2-TZVPD.

LUMO level	3.697	eV
spin multiplicity	1
highest occupied orbital energy	-4.0972	eV
HOMO-LUMO gap	7.79	eV
relative energy (zero: lowest compared OMol25 entry of this formula, charge and spin)	74.1	kcal/mol
total charge	-1

Structure (XYZ):
```
12
Properties=species:S:1:pos:R:3:mulliken_charge:R:1
C 0.5826 0.5018 1.5066 -0.1764
C -0.4886 0.7110 0.6483 -0.0801
C -1.1777 -0.4450 -1.1282 0.0561
N 1.7725 0.2731 0.8558 -0.0623
N 0.0678 -0.4377 -1.8669 -0.5047
O 2.8279 0.0136 1.5223 -0.5275
O -1.5033 -1.4860 -0.5403 -0.6189
Cl -1.9553 0.9420 1.4892 -0.2197
H 0.5734 0.3136 2.7133 0.2635
H -1.8165 0.3618 -1.4510 0.4228
H 0.4592 0.2456 -2.4113 0.2047
H 0.6580 -0.9939 -1.3377 0.2425
```

> Look up the HOMO-LUMO gap of the third one.

10.47 eV